Entry 1:
Formula: C5H12CrO3
Source: the OMol25 dataset
Level of theory: ωB97M-V/def2-TZVPD

- total energy (eV) = -39932.4066
- HOMO level (alpha / beta) (eV) = -12.557 / -12.577
- 2S+1 = 6
- total charge = +1
- HOMO-LUMO gap (alpha / beta) (eV) = 7.92 / 8.22

Last column: Mulliken charge in e.
CARTESIAN COORDINATES (ANGSTROEM)
C 1.786 -2.794 -0.477  -1.17
C 1.986 -1.325 -0.586  0.65
O 2.536 -0.666 0.430  -0.73
Cr 4.256 0.221 0.598  0.81
H 1.998 -3.153 0.537  0.33
H 2.443 -3.288 -1.208  0.34
H 0.747 -3.038 -0.732  0.31
H 2.264 -0.895 -1.560  0.39
O 0.241 -0.453 -0.043  -0.60
H 1.168 -0.065 0.763  0.45
C -3.224 1.506 1.120  -0.73
O -2.269 0.765 0.403  -0.29
C -1.150 1.523 0.024  -0.51
C -0.203 0.672 -0.786  -0.44
H -4.054 0.835 1.366  0.25
H -2.796 1.910 2.054  0.31
H -3.609 2.349 0.519  0.30
H -0.632 1.920 0.917  0.30
H -1.457 2.389 -0.592  0.38
H 0.679 1.276 -1.054  0.33
H -0.711 0.309 -1.691  0.33


Entry 2:
Formula: C5H12FIN
Source: the OMol25 dataset
Level of theory: ωB97M-V/def2-TZVPD

- total energy (eV) = -17674.4927
- HOMO level (alpha / beta) (eV) = -8.962 / -13.408
- 2S+1 = 3
- total charge = +1
- HOMO-LUMO gap (alpha / beta) (eV) = 5.47 / 6.38

Last column: Mulliken charge in e.
CARTESIAN COORDINATES (ANGSTROEM)
C 0.851 -1.146 0.965  -1.11
C 1.737 0.998 0.009  -1.52
C -1.829 -0.833 -1.033  -1.35
C 0.519 0.191 0.347  0.08
C -0.623 -0.047 -1.314  0.64
N -0.515 1.001 1.198  -0.25
F -0.938 1.243 -1.623  -0.35
I 0.754 -0.854 -2.740  0.31
H 1.214 -1.715 -0.004  0.22
H 1.600 -1.005 1.754  0.43
H 0.010 -1.669 1.539  0.35
H 1.586 1.901 -0.561  0.34
H 2.369 0.272 -0.645  0.35
H 2.148 1.311 0.871  0.57
H -2.764 -0.303 -0.742  0.37
H -2.373 -1.331 -1.909  0.36
H -1.601 -1.648 -0.410  0.39
H -0.993 1.898 0.906  0.36
H 0.183 1.368 1.923  0.41
H -1.337 0.369 1.469  0.40


Let's list ΔE to the lowest compared entry with this formula, charge and spin in order: 42.73; 121.56 kJ/mol.